{"formula": "C40H32N4OP2PdSTe", "method": "ωB97M-V with the def2-TZVPD basis set", "species": ["Pd", "Te", "C", "C", "C", "N", "C", "C", "C", "P", "C", "C", "C", "C", "C", "C", "C", "C", "C", "C", "C", "C", "P", "C", "C", "C", "C", "C", "C", "C", "C", "C", "C", "C", "C", "H", "H", "H", "H", "H", "H", "H", "H", "H", "H", "H", "H", "H", "H", "H", "H", "H", "H", "H", "H", "H", "H", "H", "H", "C", "C", "C", "C", "N", "C", "C", "C", "C", "C", "C", "N", "H", "H", "H", "H", "H", "H", "H", "H", "O", "S", "N"], "positions_angstrom": [[0.759, 0.331, 1.653], [1.318, -2.324, -1.401], [0.281, -2.552, -3.227], [0.655, -1.804, -4.335], [-0.097, -1.958, -5.495], [-1.140, -2.770, -5.580], [-1.479, -3.486, -4.519], [-0.801, -3.417, -3.305], [0.140, -0.706, -0.858], [-1.028, -0.921, 0.487], [-1.420, -2.688, 0.532], [-2.659, -3.181, 0.130], [-2.887, -4.550, 0.129], [-1.889, -5.429, 0.526], [-0.659, -4.943, 0.948], [-0.424, -3.574, 0.967], [-2.527, -0.023, 0.054], [-3.158, -0.208, -1.176], [-4.329, 0.473, -1.455], [-4.868, 1.344, -0.515], [-4.241, 1.534, 0.706], [-3.070, 0.848, 0.994], [0.909, 0.912, -0.746], [2.332, 0.872, -1.863], [3.441, 0.102, -1.486], [4.527, -0.013, -2.344], [4.521, 0.655, -3.561], [3.437, 1.445, -3.920], [2.342, 1.557, -3.075], [-0.267, 2.126, -1.364], [-0.498, 3.266, -0.598], [-1.373, 4.241, -1.054], [-2.012, 4.077, -2.273], [-1.783, 2.941, -3.041], [-0.915, 1.963, -2.588], [1.500, -1.126, -4.318], [0.156, -1.402, -6.390], [-2.330, -4.147, -4.634], [-1.120, -4.024, -2.466], [-3.443, -2.503, -0.179], [-3.851, -4.930, -0.181], [-2.076, -6.494, 0.521], [0.112, -5.624, 1.283], [0.516, -3.190, 1.342], [-2.732, -0.885, -1.908], [-4.825, 0.327, -2.406], [-5.784, 1.874, -0.738], [-4.665, 2.210, 1.436], [-2.578, 0.991, 1.950], [3.459, -0.384, -0.518], [5.381, -0.610, -2.053], [5.370, 0.573, -4.226], [3.445, 1.980, -4.860], [1.503, 2.178, -3.359], [0.005, 3.391, 0.354], [-1.552, 5.127, -0.461], [-2.692, 4.839, -2.631], [-2.284, 2.821, -3.992], [-0.738, 1.073, -3.182], [3.727, 3.515, 2.735], [3.494, 3.703, 4.088], [2.564, 2.903, 4.733], [1.880, 1.934, 4.010], [2.101, 1.777, 2.695], [3.003, 2.538, 2.077], [0.901, 1.000, 4.639], [0.605, 1.024, 5.996], [-0.282, 0.094, 6.515], [-0.849, -0.846, 5.670], [-0.516, -0.805, 4.329], [0.328, 0.096, 3.828], [4.453, 4.107, 2.198], [4.034, 4.460, 4.640], [2.385, 3.038, 5.788], [3.145, 2.348, 1.020], [1.059, 1.752, 6.650], [-0.520, 0.102, 7.570], [-1.534, -1.597, 6.038], [-0.929, -1.517, 3.624], [3.914, -2.819, 1.929], [3.070, -1.694, 2.267], [2.052, -1.317, 1.230]], "atomic_forces_ev_per_a": [[0.04, 0.10, 0.20], [0.09, -0.12, -0.04], [-0.07, 0.05, -0.05], [0.01, -0.01, 0.01], [0.15, 0.10, 0.08], [-0.15, -0.03, -0.24], [0.00, -0.06, 0.18], [0.01, -0.01, 0.01], [-0.15, 0.03, -0.20], [-0.16, 0.02, -0.05], [0.06, 0.02, 0.04], [0.00, 0.01, 0.00], [-0.02, 0.00, 0.00], [0.02, -0.03, 0.00], [0.02, -0.01, 0.01], [-0.10, -0.02, -0.04], [0.03, -0.05, 0.06], [0.02, 0.00, -0.07], [-0.01, 0.00, -0.06], [-0.02, 0.02, 0.02], [-0.02, 0.01, 0.02], [0.03, 0.01, 0.00], [-0.08, 0.11, -0.10], [0.02, -0.03, 0.09], [-0.01, 0.05, -0.09], [0.02, -0.01, 0.01], [0.02, -0.02, 0.00], [0.00, 0.02, -0.01], [-0.02, 0.00, 0.00], [0.08, -0.01, 0.02], [0.01, -0.02, 0.03], [0.00, 0.03, 0.01], [0.00, 0.03, 0.01], [-0.04, -0.03, -0.04], [-0.03, -0.04, -0.03], [0.01, 0.01, 0.00], [0.01, 0.01, 0.01], [0.00, -0.01, 0.01], [-0.01, -0.01, 0.01], [-0.01, -0.03, 0.02], [0.00, 0.00, 0.00], [0.01, -0.01, 0.00], [0.00, 0.00, 0.00], [0.02, -0.01, 0.05], [0.01, 0.03, -0.03], [0.01, 0.00, 0.00], [0.00, 0.00, 0.00], [0.00, 0.00, 0.00], [0.00, 0.00, 0.01], [0.03, 0.01, 0.03], [0.00, 0.00, 0.00], [0.01, -0.01, 0.00], [0.00, 0.00, 0.00], [0.03, 0.01, -0.01], [0.00, 0.00, 0.01], [0.00, 0.00, 0.00], [0.00, 0.00, 0.00], [0.00, -0.01, 0.00], [-0.03, -0.02, 0.00], [0.01, -0.01, 0.03], [-0.01, -0.03, -0.05], [-0.03, -0.06, -0.04], [0.08, 0.04, -0.01], [-0.10, -0.07, 0.08], [0.03, 0.04, -0.01], [-0.04, -0.06, 0.06], [0.02, -0.02, -0.07], [0.00, -0.01, -0.06], [0.03, 0.01, 0.01], [-0.03, -0.02, 0.03], [0.08, 0.11, -0.04], [0.00, 0.01, -0.01], [0.00, 0.01, 0.01], [0.00, 0.00, 0.01], [-0.01, 0.02, 0.00], [0.01, 0.00, 0.01], [0.00, 0.00, 0.01], [-0.01, 0.00, 0.00], [-0.02, 0.01, 0.00], [0.07, -0.07, 0.01], [-0.06, 0.05, -0.02], [0.12, -0.05, 0.14]], "mulliken_charge": [-0.17, 0.80, 0.48, -0.15, -0.52, -0.52, -0.51, -0.17, -0.60, 0.82, 0.81, -0.79, -0.73, -0.64, -0.79, -0.15, 0.70, -0.05, -0.79, -0.77, -0.71, -0.62, 0.74, 0.81, -0.12, -0.78, -0.65, -0.68, -0.81, 0.73, -0.66, -0.71, -0.78, -0.78, 0.02, 0.38, 0.40, 0.40, 0.34, 0.44, 0.47, 0.44, 0.50, 0.29, 0.66, 0.48, 0.43, 0.46, 0.40, 0.27, 0.50, 0.44, 0.47, 0.43, 0.40, 0.46, 0.44, 0.48, 0.62, -0.98, -0.53, -0.92, 0.60, 0.76, -0.25, 0.58, -0.92, -0.53, -0.97, -0.26, 0.77, 0.48, 0.45, 0.41, 0.39, 0.41, 0.45, 0.47, 0.38, -0.46, 0.29, -0.51], "charge": 2, "spin_multiplicity": 5, "de_lowest_kcal_mol": 7.1, "s_squared": 6.02, "e_lumo_ev": [-5.40, -8.09], "e_tot_ev": -90176.470, "molar_mass_g_mol": 912.76, "e_homo_ha": [-0.47504, -0.52113], "homo_lumo_gap_ha": [0.2766, 0.2238]}